# 1
{
  "formula": "C10H22O4Ti",
  "method": "wB97M-V/def2-TZVPD",
  "symbols": ["Ti", "C", "C", "O", "H", "H", "H", "H", "H", "C", "C", "O", "H", "H", "H", "H", "H", "C", "C", "O", "C", "H", "H", "H", "H", "H", "H", "C", "C", "O", "C", "H", "H", "H", "H", "H", "H"],
  "coordinates": [[-1.199, -11.059, -4.121], [-1.093, -6.929, -6.015], [-0.827, -8.449, -6.320], [-1.746, -9.278, -5.659], [-2.030, -6.478, -6.341], [-0.281, -6.336, -6.436], [-0.923, -6.691, -4.965], [0.170, -8.630, -5.918], [-0.899, -8.510, -7.406], [-3.244, -11.963, -1.999], [-4.123, -12.129, -3.270], [-3.505, -11.906, -4.474], [-3.896, -12.403, -1.245], [-3.027, -10.932, -1.721], [-2.372, -12.616, -2.055], [-4.721, -11.235, -3.088], [-4.683, -13.063, -3.302], [1.036, -15.536, -4.773], [0.325, -14.381, -4.067], [0.208, -13.231, -4.638], [-0.329, -14.577, -2.706], [0.371, -16.238, -5.277], [1.620, -16.171, -4.108], [1.858, -15.295, -5.446], [-1.413, -14.537, -2.808], [0.032, -13.735, -2.116], [-0.032, -15.465, -2.149], [-1.752, -8.141, -1.626], [-0.435, -8.738, -1.816], [-0.312, -9.918, -2.212], [0.800, -7.932, -1.428], [-2.043, -7.408, -2.379], [-1.889, -7.657, -0.659], [-2.466, -8.926, -1.876], [1.012, -7.119, -2.122], [1.696, -8.554, -1.437], [0.711, -7.637, -0.382]],
  "mulliken_spin": [2.45, 0.00, 0.01, 0.03, 0.00, 0.00, 0.00, 0.00, 0.00, 0.20, -0.07, 0.88, 0.00, -0.02, -0.03, 0.09, 0.02, 0.00, 0.22, 0.02, 0.06, 0.02, 0.00, 0.00, 0.02, 0.01, 0.00, 0.02, 0.04, -0.02, 0.01, 0.00, 0.00, 0.01, 0.00, 0.00, 0.00],
  "homo_lumo_gap_ev": [4.1, 4.8],
  "lumo_energy_ev": [0.068, -2.354],
  "e_tot_ha": -1544.3877,
  "multiplicity": 5,
  "charge": 0,
  "max_force_ev_per_a": 2.62
}


# 2
{
  "formula": "BrH2O2PS",
  "method": "wB97M-V/def2-TZVPD",
  "symbols": ["O", "O", "P", "S", "Br", "H", "H"],
  "coordinates": [[-0.035, -0.177, -2.037], [0.380, -0.005, 0.739], [1.014, 0.557, -1.163], [2.783, 0.172, -1.789], [0.183, 2.629, -1.223], [-0.869, 0.165, -1.676], [0.906, 0.589, 1.180]],
  "mulliken_charge": [-0.38, -0.58, 0.74, -0.28, -0.13, 0.32, 0.31],
  "homo_lumo_gap_ev": 9.1,
  "smiles": "OP(O)(=S)Br",
  "lumo_energy_ev": -1.049,
  "e_tot_ha": -3465.2636,
  "de_lowest_kj_mol": 164.61,
  "charge": 0,
  "max_force_ev_per_a": 6.37
}


# 3
{
  "formula": "C29H44ClN5O3OsS",
  "method": "wB97M-V/def2-TZVPD",
  "symbols": ["Os", "Cl", "C", "C", "N", "H", "N", "H", "C", "C", "C", "H", "H", "H", "H", "H", "H", "C", "H", "H", "H", "C", "C", "H", "H", "C", "H", "C", "H", "H", "H", "H", "H", "C", "H", "C", "N", "H", "N", "H", "C", "C", "C", "H", "H", "H", "H", "H", "H", "C", "H", "H", "H", "C", "C", "H", "H", "C", "H", "C", "H", "H", "H", "H", "H", "C", "H", "C", "O", "C", "N", "S", "O", "O", "C", "C", "C", "C", "C", "C", "H", "H", "H", "H"],
  "coordinates": [[-0.348, 1.373, -0.866], [0.820, -0.934, -0.564], [1.966, 4.008, -1.676], [1.264, 1.923, -1.502], [2.136, 2.806, -1.007], [0.559, 4.579, -3.272], [0.605, 2.530, -2.565], [2.372, 4.919, -1.296], [2.952, 2.547, 0.229], [4.219, 3.349, 0.087], [2.169, 2.894, 1.492], [4.003, 4.415, 0.104], [4.892, 3.115, 0.916], [4.717, 3.066, -0.843], [4.025, 0.932, 1.161], [3.725, 0.637, -0.570], [1.328, 2.205, 1.661], [3.296, 1.063, 0.343], [1.787, 3.918, 1.487], [2.856, 2.775, 2.340], [2.417, 0.461, 0.600], [1.041, 3.850, -2.649], [-1.806, 2.278, -2.487], [-2.024, 3.342, -2.514], [-2.626, 1.734, -2.956], [-0.544, 1.867, -3.220], [-1.379, -0.103, -3.379], [-0.536, 2.252, -4.699], [0.423, 1.948, -5.143], [-1.914, 1.930, -1.404], [-0.604, 0.043, -1.881], [-0.690, 3.332, -4.820], [-1.342, 1.721, -5.223], [-0.471, 0.372, -2.982], [0.425, -0.105, -3.377], [-0.716, -4.306, 2.437], [-0.491, -2.903, 2.461], [-2.171, -5.447, 1.175], [-2.034, -3.209, 1.026], [-0.220, -5.055, 3.053], [0.728, -2.107, 2.941], [0.712, -2.207, 4.454], [2.032, -2.657, 2.344], [0.735, -3.269, 4.737], [1.585, -1.709, 4.893], [-0.199, -1.723, 4.835], [1.652, -0.216, 2.305], [0.074, 0.016, 3.147], [2.066, -2.447, 1.263], [0.664, -0.635, 2.500], [2.128, -3.740, 2.511], [2.878, -2.132, 2.830], [0.186, -0.603, 1.508], [-1.716, -4.505, 1.493], [-1.843, -3.255, -1.509], [-1.677, -4.342, -1.518], [-2.387, -2.965, -2.433], [-2.646, -2.784, -0.282], [-2.720, -0.943, -1.456], [-4.058, -3.343, -0.316], [-4.628, -2.963, 0.546], [-0.867, -2.749, -1.508], [-1.641, -0.888, -0.123], [-4.029, -4.441, -0.263], [-4.612, -3.080, -1.230], [-2.630, -1.283, -0.412], [-3.345, -0.753, 0.199], [-1.659, -2.467, 2.055], [-0.912, 3.858, 0.252], [-1.488, 3.102, 1.085], [-1.421, 1.758, 0.927], [-2.524, 0.946, 2.241], [-3.775, 0.462, 1.696], [-1.865, 0.128, 3.241], [-2.819, 2.510, 2.960], [-3.528, 2.723, 4.132], [-3.638, 4.032, 4.608], [-3.006, 5.083, 3.916], [-2.299, 4.841, 2.740], [-2.236, 3.538, 2.247], [-3.987, 1.887, 4.645], [-4.213, 4.229, 5.514], [-3.076, 6.097, 4.323], [-1.770, 5.632, 2.213]],
  "mulliken_spin": [1.96, 0.12, 0.04, 0.44, -0.09, 0.00, -0.02, 0.01, 0.01, 0.00, 0.00, 0.00, 0.00, 0.00, 0.00, 0.01, 0.04, 0.01, 0.01, -0.01, -0.01, 0.06, 0.32, 0.03, 0.01, -0.22, 0.01, -0.03, 0.01, -0.05, -0.18, 0.00, 0.01, 0.32, 0.01, 0.00, -0.01, 0.00, 0.00, 0.00, 0.00, 0.00, -0.01, 0.00, 0.00, 0.00, 0.00, -0.01, 0.02, 0.01, 0.00, 0.00, 0.01, 0.00, -0.01, 0.00, 0.00, 0.01, -0.01, 0.00, 0.00, 0.01, 0.05, 0.00, 0.00, 0.01, -0.01, 0.00, 0.10, 0.16, 0.08, 0.05, 0.00, 0.03, 0.21, -0.16, 0.32, 0.00, 0.02, 0.20, -0.01, 0.05, 0.01, 0.04],
  "homo_lumo_gap_ev": [2.2, 4.4],
  "lumo_energy_ev": [4.091, 3.998],
  "e_tot_ha": -2579.5405,
  "multiplicity": 5,
  "charge": -2,
  "max_force_ev_per_a": 8.12
}


# 4
{
  "formula": "C3H5OPS2",
  "method": "wB97M-V/def2-TZVPD",
  "symbols": ["C", "C", "C", "O", "P", "S", "S", "H", "H", "H", "H", "H"],
  "coordinates": [[-0.971, -0.411, 0.177], [0.897, 0.513, -0.671], [0.316, 0.161, 0.682], [-2.718, 0.908, -3.077], [-1.452, 1.358, -2.527], [-0.402, -0.466, -1.631], [-0.094, 1.473, 1.890], [-1.454, -1.316, 0.469], [-1.913, 0.144, 0.160], [0.810, 1.462, -1.067], [1.969, -0.008, -0.894], [0.826, -0.712, 1.087]],
  "mulliken_charge": [-0.60, -0.56, -0.25, -0.34, 0.52, -0.06, -0.38, 0.38, 0.36, 0.45, 0.26, 0.22],
  "homo_lumo_gap_ev": [4.6, 4.6],
  "lumo_energy_ev": [-2.498, -2.497],
  "e_tot_ha": -1330.1548,
  "de_lowest_kj_mol": 330.60,
  "charge": 0,
  "max_force_ev_per_a": 4.88
}


# 5
{
  "formula": "C13H22FNO4S",
  "method": "wB97M-V/def2-TZVPD",
  "symbols": ["C", "C", "O", "N", "H", "H", "C", "H", "H", "H", "H", "H", "H", "O", "H", "F", "C", "C", "C", "C", "C", "C", "H", "H", "H", "H", "H", "C", "C", "C", "S", "O", "O", "C", "H", "H", "H", "H", "H", "H", "H", "H"],
  "coordinates": [[1.128, 3.089, 2.170], [2.131, 1.835, 1.895], [2.482, 1.222, 2.894], [2.671, 1.656, 0.467], [1.743, 1.551, -0.004], [2.838, 2.432, -0.193], [3.726, 0.689, 0.311], [1.132, 3.133, 3.397], [0.160, 2.664, 2.163], [1.137, 3.882, 1.660], [4.128, 0.562, -0.772], [3.468, -0.283, 0.523], [4.497, 0.914, 0.903], [0.589, 0.831, -0.857], [0.174, 0.561, -1.645], [0.434, -4.159, -0.310], [1.105, -4.130, -1.535], [1.715, -5.225, -2.164], [2.119, -5.197, -3.466], [2.222, -3.967, -4.094], [1.678, -2.812, -3.556], [1.026, -2.848, -2.310], [1.589, -5.933, -1.544], [2.315, -6.130, -3.841], [2.744, -3.921, -4.998], [1.914, -1.819, -4.035], [0.644, -1.863, -1.870], [-3.101, 2.116, 0.325], [-4.229, 2.495, 1.135], [-4.470, 1.711, 2.213], [-2.916, 0.771, 2.508], [-3.194, -0.619, 2.825], [-2.008, 1.534, 3.273], [-2.558, 0.763, 0.769], [-2.344, 2.736, 0.512], [-3.414, 1.925, -0.648], [-5.068, 2.508, 0.383], [-3.936, 3.501, 1.614], [-5.162, 1.105, 1.822], [-4.551, 2.138, 3.186], [-3.060, -0.055, 0.207], [-1.496, 0.639, 0.690]],
  "mulliken_charge": [-0.89, 0.62, -0.46, 0.17, -0.08, 0.52, -0.97, 0.28, 0.04, 0.52, 0.31, 0.36, 0.47, -1.05, 0.15, -0.27, 0.31, -0.65, -0.60, -0.31, -0.32, -0.12, 0.59, 0.42, 0.40, 0.30, 0.26, -0.75, -0.28, -0.78, 1.00, -0.68, -0.59, -0.35, 0.25, 0.44, 0.25, 0.17, 0.32, 0.49, 0.33, 0.18],
  "homo_lumo_gap_ev": 8.2,
  "lumo_energy_ev": 0.068,
  "e_tot_ha": -1362.0048,
  "de_lowest_kj_mol": 189.73,
  "charge": 0,
  "max_force_ev_per_a": 11.04
}